ORCA calculation (the ωB97M-V functional and the def2-TZVPD basis) on C4H11N5S as an isolated structure in a non-equilibrium geometry.

Geometry as XYZ:
```
21
Properties=species:S:1:pos:R:3:lowdin_charge:R:1
C -1.37 0.47 0.29 -0.567
C -2.24 1.47 1.03 -0.306
C 0.35 -1.27 -0.17 -0.163
C 2.58 -1.62 -1.29 -0.026
N -0.24 0.30 0.74 0.145
N -0.77 -1.64 -0.92 -0.288
N -2.00 1.43 2.34 0.258
N -2.97 2.41 0.52 0.254
N 1.51 -0.68 -1.01 0.012
S -1.92 -0.41 -1.19 1.039
H 0.66 -2.02 0.46 0.129
H 3.28 -1.61 -0.50 0.102
H 2.30 -2.61 -1.70 0.143
H 3.27 -1.21 -2.01 0.113
H -1.32 -2.26 -0.34 0.097
H -1.17 0.94 2.63 0.129
H -2.34 2.14 2.93 0.141
H -3.55 2.46 -0.34 0.178
H -3.32 3.20 0.98 0.141
H 1.09 -0.20 -1.94 0.248
H 1.88 0.22 -0.49 0.221
```

## Properties
M: 161.23 g mol⁻¹
Charge: +2
Energy above the lowest of the compared OMol25 structures with the same formula, charge and spin: 37.3 kcal/mol
HOMO level: -17.39 eV
Gap between HOMO and LUMO: 9.19 eV